Computed, not measured: C34H63AsN8O2PPdS as an isolated structure at a distorted geometry, with ωB97M-V/def2-TZVPD.

Calculated values
LUMO level (alpha / beta) = -4.5 / -4.5 eV
Frontier orbital gap (alpha / beta) = 5.12 / 5.11 eV
Energy = -5024.87527 hartree
Charge = +1
E_HOMO (alpha / beta) = -9.591 / -9.589 eV

Geometry (Å):
Pd -0.112 0.121 -0.159
C 3.403 -2.429 0.082
C 3.157 -1.020 0.625
C 3.439 -0.953 2.130
C 3.995 0.008 -0.111
C 5.373 -0.156 -0.190
C 6.161 0.767 -0.846
C 5.572 1.864 -1.452
C 4.198 2.063 -1.432
C 3.663 3.303 -2.140
C 2.572 3.002 -3.176
C 3.222 4.372 -1.130
C 3.410 1.122 -0.723
N 2.016 1.307 -0.709
C 1.282 1.696 0.250
C -1.544 1.639 0.249
C -2.399 1.838 1.406
C -3.624 1.412 1.015
C -3.511 0.965 -0.366
N -2.274 1.094 -0.797
C -4.628 0.491 -1.255
C -5.931 1.205 -0.883
C -4.271 0.803 -2.712
C -4.779 -1.027 -1.065
H 2.772 -3.146 0.613
H 4.440 -2.738 0.211
H 3.162 -2.469 -0.982
H 2.097 -0.796 0.480
H 4.491 -1.151 2.340
H 2.839 -1.696 2.661
H 3.198 0.039 2.518
H 5.844 -1.008 0.283
H 7.233 0.629 -0.894
H 6.195 2.584 -1.969
H 4.507 3.723 -2.693
H 1.654 2.657 -2.716
H 2.920 2.234 -3.869
H 2.349 3.905 -3.748
H 2.341 4.056 -0.572
H 2.980 5.300 -1.650
H 4.024 4.575 -0.419
H 1.589 1.870 1.282
H -2.096 2.283 2.338
H -4.516 1.369 1.621
H -5.791 2.287 -0.895
H -6.280 0.910 0.108
H -6.706 0.949 -1.605
H -4.320 1.878 -2.891
H -4.965 0.304 -3.390
H -3.255 0.481 -2.923
H -4.996 -1.256 -0.020
H -3.852 -1.528 -1.350
H -5.601 -1.406 -1.675
C -0.466 6.039 0.687
As -0.238 4.767 2.164
C 1.357 5.552 3.003
C -1.573 5.571 3.373
S -0.190 2.634 -0.316
H -0.433 7.066 1.052
H -1.431 5.864 0.210
H 0.311 5.895 -0.063
H 1.179 6.609 3.205
H 2.226 5.453 2.354
H 1.564 5.042 3.943
H -1.357 6.634 3.491
H -1.539 5.091 4.350
H -2.572 5.457 2.953
C -0.100 -2.749 5.175
N -0.006 -1.611 4.287
C -0.103 -0.232 4.697
C 0.056 0.491 3.354
O 0.148 1.689 3.227
N 0.104 -0.444 2.358
C 0.108 -1.644 2.951
N 0.269 -2.773 2.268
H -0.301 -2.388 6.180
H 0.835 -3.315 5.197
H -0.918 -3.411 4.879
H 0.677 0.053 5.403
H -1.079 -0.003 5.135
H 0.269 -2.699 1.251
H 0.205 -3.663 2.727
C -2.604 -4.919 -1.314
N -2.030 -3.679 -0.818
C -2.583 -3.227 0.450
P -0.655 -2.998 -1.449
O 0.015 -2.189 -0.373
N -1.088 -2.078 -2.762
C -0.106 -1.139 -3.318
C -2.035 -2.553 -3.763
N 0.403 -4.190 -1.933
C 1.014 -4.988 -0.877
C 0.349 -4.879 -3.212
H -3.683 -4.807 -1.446
H -2.433 -5.743 -0.613
H -2.166 -5.186 -2.274
H -3.670 -3.163 0.374
H -2.195 -2.239 0.694
H -2.337 -3.926 1.257
H 0.523 -0.731 -2.531
H -0.639 -0.313 -3.791
H 0.546 -1.617 -4.056
H -2.782 -3.190 -3.293
H -1.554 -3.105 -4.576
H -2.546 -1.698 -4.203
H 1.063 -4.402 0.038
H 2.032 -5.253 -1.169
H 0.458 -5.912 -0.682
H -0.105 -4.242 -3.966
H -0.209 -5.820 -3.158
H 1.366 -5.112 -3.533

Löwdin atomic charge list, values in e, 8 entries: 0.73, -0.06, -0.38, -0.05, -0.14, -0.04, -0.07, -0.03


Computed, not measured: a 10-piece molecular cluster, C34H64Cl6O14S5 overall at a distorted geometry, with ωB97M-V/def2-TZVPD.

Calculated values
LUMO level = 0.3 eV
Frontier orbital gap = 10.02 eV
Energy = -7139.15546 hartree
Charge = 0
E_HOMO = -9.696 eV

Geometry (Å):
O -0.764 -1.476 -1.763
S -0.318 -0.665 -0.642
O -1.274 0.348 -0.168
C 0.528 -1.637 0.784
C 1.556 -0.604 1.306
C 2.127 0.150 0.053
C 1.122 0.291 -1.097
H 0.948 -2.410 0.140
H -0.266 -1.984 1.444
H 0.995 0.026 1.995
H 2.279 -1.126 1.933
H 3.104 -0.288 -0.153
H 2.322 1.204 0.250
H 1.443 -0.297 -1.957
H 0.669 1.241 -1.380
O -4.816 -3.436 -3.292
S -4.478 -3.344 -4.692
O -5.455 -3.210 -5.742
C -3.321 -1.821 -4.682
C -1.930 -2.306 -4.634
C -1.824 -3.607 -5.438
C -3.101 -4.500 -5.254
H -3.503 -1.110 -3.875
H -3.508 -1.364 -5.654
H -1.166 -1.570 -4.887
H -1.772 -2.289 -3.555
H -0.914 -4.104 -5.104
H -1.672 -3.257 -6.459
H -2.925 -5.111 -4.368
H -3.398 -5.156 -6.073
O -3.230 1.265 -5.198
S -2.676 2.108 -4.135
O -1.225 2.060 -3.917
C -3.309 3.981 -4.322
C -4.560 4.137 -3.411
C -4.766 2.850 -2.573
C -3.541 1.876 -2.549
H -3.527 4.105 -5.382
H -2.469 4.606 -4.016
H -4.438 5.032 -2.801
H -5.449 4.310 -4.018
H -5.678 2.290 -2.778
H -5.166 3.197 -1.621
H -3.778 0.867 -2.212
H -2.941 2.246 -1.718
O 4.281 -2.347 1.214
S 5.043 -3.586 1.372
O 5.433 -4.220 2.631
C 4.094 -4.964 0.588
C 4.984 -5.504 -0.616
C 6.415 -5.295 -0.239
C 6.475 -3.801 0.265
H 3.192 -4.469 0.230
H 3.893 -5.662 1.401
H 4.690 -6.484 -0.992
H 4.757 -4.905 -1.498
H 7.033 -5.510 -1.110
H 6.846 -5.967 0.504
H 6.371 -3.256 -0.674
H 7.345 -3.445 0.817
O 0.064 3.443 4.822
S 0.804 2.261 5.309
O 1.203 1.271 4.361
C 2.275 2.880 6.399
C 1.848 2.683 7.869
C 1.007 1.291 7.791
C -0.126 1.610 6.850
H 2.746 3.829 6.142
H 3.035 2.153 6.110
H 2.793 2.584 8.403
H 1.281 3.517 8.282
H 0.588 1.104 8.779
H 1.630 0.413 7.618
H -0.717 2.482 7.131
H -0.919 0.874 6.721
O 1.287 4.509 0.506
C 0.108 4.262 0.827
C -1.042 4.215 -0.019
C -2.231 4.178 0.897
C -1.555 3.587 2.118
O -0.179 3.889 1.981
H -1.039 5.097 -0.658
H -1.006 3.394 -0.735
H -2.616 5.154 1.192
H -3.123 3.781 0.411
H -2.054 4.019 2.985
H -1.761 2.519 2.058
O -1.052 -5.127 0.191
C -2.018 -4.438 0.129
C -3.025 -4.333 -0.890
C -4.169 -3.502 -0.176
C -3.495 -2.838 1.014
O -2.206 -3.496 1.131
H -2.598 -3.841 -1.764
H -3.407 -5.335 -1.089
H -4.825 -2.914 -0.817
H -4.839 -4.251 0.248
H -3.281 -1.812 0.717
H -4.159 -2.920 1.874
Cl -4.006 -1.508 4.029
C -2.385 -0.769 4.187
C -2.208 0.596 3.470
Cl -3.575 1.665 3.769
H -1.679 -1.471 3.743
H -2.148 -0.676 5.247
H -2.152 0.372 2.404
H -1.342 1.070 3.931
Cl 7.082 1.026 2.067
C 5.655 1.494 1.081
C 5.883 1.271 -0.456
Cl 6.276 -0.351 -0.861
H 5.435 2.551 1.232
H 4.918 0.779 1.447
H 6.701 1.963 -0.658
H 4.934 1.469 -0.954
Cl 3.008 3.116 -2.065
C 1.835 4.241 -2.875
C 1.835 3.863 -4.375
Cl 0.391 4.568 -5.192
H 2.050 5.309 -2.842
H 0.945 3.976 -2.304
H 1.766 2.775 -4.404
H 2.766 4.376 -4.617

Löwdin atomic charge list, values in e, 8 entries: -0.34, 0.70, -0.37, -0.14, -0.18, -0.19, -0.24, 0.09


Computed, not measured: a 3-piece molecular cluster, C34H66F3N7O6P2 overall at a distorted geometry, with ωB97M-V/def2-TZVPD.

Calculated values
LUMO level = -1.2 eV
Frontier orbital gap = 6.65 eV
Energy = -3151.82718 hartree
Charge = 0
E_HOMO = -7.843 eV

Geometry (Å):
C 4.125 -1.924 1.662
C 4.159 -1.082 0.345
C 3.294 -1.739 -0.775
C 1.782 -1.837 -0.394
C 0.816 -1.102 -1.377
C 1.326 0.242 -1.880
C 1.454 0.581 -3.162
C 1.062 -0.361 -4.298
C -0.404 -0.009 -4.714
C -1.510 -0.720 -3.886
C -2.214 0.213 -2.855
O -3.618 0.285 -3.199
C -4.262 1.258 -2.495
O -4.969 2.009 -3.063
C 2.008 1.946 -3.572
O 2.159 2.153 -4.737
C 2.309 2.996 -2.521
C 2.725 4.374 -3.037
N 4.075 4.828 -2.648
C 5.016 3.760 -2.320
C 2.150 2.639 -1.257
C 2.397 3.616 -0.105
C 0.977 4.077 0.393
C 0.743 3.710 1.863
F 1.772 3.543 2.709
C -0.521 3.533 2.280
F -1.365 4.542 2.142
F -1.001 2.395 2.791
C 1.695 1.254 -0.825
O 1.611 1.027 0.341
H 3.169 -2.442 1.803
H 4.987 -2.606 1.660
H 4.285 -1.217 2.492
H 5.192 -1.071 -0.050
H 3.868 -0.042 0.549
H 3.470 -1.264 -1.756
H 3.697 -2.765 -0.863
H 1.652 -1.400 0.605
H 1.520 -2.907 -0.395
H -0.117 -0.900 -0.817
H 0.578 -1.798 -2.189
H 1.695 -0.132 -5.169
H 1.207 -1.415 -4.035
H -0.535 1.075 -4.546
H -0.588 -0.159 -5.789
H -1.169 -1.610 -3.339
H -2.327 -1.059 -4.546
H -1.734 1.204 -2.794
H -2.168 -0.224 -1.837
H -4.169 1.352 -1.392
H 2.677 4.392 -4.136
H 1.999 5.123 -2.676
H 4.054 5.557 -1.948
H 4.995 2.920 -3.024
H 6.029 4.202 -2.352
H 4.907 3.392 -1.277
H 2.889 3.023 0.681
H 3.025 4.453 -0.418
H 0.806 5.143 0.168
H 0.215 3.523 -0.174
C -5.170 4.552 9.195
N -4.088 4.790 8.248
C -3.699 6.198 8.362
P -2.701 3.763 8.241
O -2.485 3.689 9.742
N -3.067 2.071 8.014
C -4.395 1.522 8.177
C -2.086 1.163 8.602
N -2.597 3.928 6.513
C -3.698 4.152 5.602
C -1.447 3.303 5.878
H -5.975 5.272 9.025
H -4.853 4.639 10.239
H -5.627 3.574 9.059
H -2.927 6.445 7.628
H -3.304 6.428 9.359
H -4.551 6.852 8.159
H -4.714 1.509 9.230
H -4.426 0.495 7.803
H -5.133 2.071 7.590
H -2.229 1.044 9.684
H -1.071 1.533 8.438
H -2.147 0.179 8.130
H -4.469 3.378 5.683
H -3.346 4.151 4.567
H -4.161 5.126 5.753
H -1.680 2.293 5.522
H -0.614 3.236 6.581
H -1.093 3.899 5.033
C 1.332 -7.738 -3.216
N 0.248 -6.822 -3.551
C -0.662 -6.773 -2.403
P 0.601 -5.236 -4.129
O 1.700 -4.886 -3.138
N 1.606 -5.204 -5.554
C 2.371 -6.346 -6.007
C 2.408 -3.991 -5.695
N -0.793 -5.306 -5.165
C -1.371 -6.492 -5.759
C -1.095 -4.086 -5.894
H 0.919 -8.702 -2.909
H 1.970 -7.369 -2.407
H 1.963 -7.958 -4.074
H -1.529 -6.143 -2.625
H -0.168 -6.367 -1.512
H -1.046 -7.769 -2.171
H 3.220 -6.567 -5.343
H 2.767 -6.160 -7.009
H 1.749 -7.237 -6.097
H 3.308 -4.015 -5.067
H 1.827 -3.110 -5.413
H 2.710 -3.853 -6.736
H -0.647 -7.048 -6.363
H -2.204 -6.224 -6.415
H -1.791 -7.161 -5.010
H -0.653 -4.092 -6.897
H -0.709 -3.216 -5.354
H -2.175 -3.941 -5.988

Löwdin atomic charge list, values in e, 8 entries: -0.10, -0.25, -0.19, -0.17, -0.12, -0.09, -0.08, -0.12


Computed, not measured: a 11-piece molecular cluster, C34H66O23S5 overall at a distorted geometry, with ωB97M-V/def2-TZVPD.

Calculated values
LUMO level = -0.2 eV
Frontier orbital gap = 8.26 eV
Energy = -5056.40534 hartree
Charge = 0
E_HOMO = -8.451 eV

Geometry (Å):
C 20.936 11.337 -14.430
C 19.890 11.925 -13.474
C 19.860 13.448 -13.348
O 18.461 13.715 -13.334
C 17.768 12.589 -13.560
O 16.586 12.507 -13.383
O 18.595 11.584 -13.974
H 20.741 11.676 -15.447
H 20.804 10.261 -14.321
H 21.949 11.619 -14.144
H 20.026 11.450 -12.503
H 20.409 13.782 -14.235
H 20.545 13.772 -12.565
C 20.920 6.962 -13.202
C 19.896 6.375 -14.220
C 19.923 4.835 -14.345
O 18.553 4.501 -14.574
C 17.813 5.411 -13.963
O 16.653 5.278 -13.679
O 18.561 6.521 -13.784
H 20.489 6.760 -12.220
H 21.327 7.965 -13.307
H 21.825 6.345 -13.207
H 20.070 6.611 -15.273
H 20.274 4.377 -13.417
H 20.598 4.586 -15.160
C 24.558 4.414 -11.259
C 23.109 4.283 -10.862
C 22.892 3.244 -9.765
O 22.698 4.110 -8.613
C 22.525 5.380 -9.014
O 22.272 6.252 -8.214
O 22.607 5.499 -10.310
H 24.701 5.268 -11.927
H 25.012 3.647 -11.884
H 25.102 4.570 -10.326
H 22.445 3.971 -11.670
H 23.745 2.590 -9.601
H 21.942 2.710 -9.772
C 23.290 8.206 -5.591
C 24.239 8.056 -6.777
C 25.313 9.191 -6.854
O 26.545 8.441 -6.918
C 26.303 7.123 -6.653
O 27.106 6.317 -6.291
O 24.998 6.901 -6.671
H 22.870 9.203 -5.459
H 23.794 7.858 -4.686
H 22.407 7.565 -5.638
H 23.615 8.094 -7.672
H 25.154 9.888 -6.036
H 25.349 9.559 -7.879
C 15.133 7.995 -13.238
C 15.993 8.418 -12.035
C 17.306 9.161 -12.456
O 17.305 10.326 -11.586
C 16.176 10.341 -10.906
O 15.838 11.235 -10.166
O 15.361 9.348 -11.202
H 15.831 7.842 -14.062
H 14.367 8.692 -13.574
H 14.672 7.032 -13.031
H 16.287 7.530 -11.471
H 17.258 9.395 -13.518
H 18.119 8.446 -12.343
C 26.013 15.795 -4.762
C 26.267 15.242 -6.137
C 27.564 14.509 -6.266
O 27.307 13.370 -7.027
C 25.962 13.141 -6.963
O 25.316 12.225 -7.368
O 25.339 14.193 -6.353
H 24.988 16.162 -4.694
H 26.680 16.587 -4.414
H 26.167 15.083 -3.946
H 26.158 16.110 -6.791
H 28.057 14.276 -5.320
H 28.220 15.192 -6.813
C 24.520 12.820 -11.133
S 25.139 14.396 -10.400
O 25.425 15.424 -11.476
C 23.538 14.921 -9.651
H 23.836 13.144 -11.915
H 24.032 12.180 -10.403
H 25.432 12.322 -11.456
H 22.795 15.212 -10.390
H 23.863 15.732 -9.003
H 23.128 14.060 -9.127
C 22.373 11.008 -8.409
S 21.138 10.728 -9.733
O 21.756 10.802 -11.107
C 20.662 8.947 -9.411
H 21.892 10.538 -7.546
H 22.485 12.039 -8.084
H 23.322 10.553 -8.691
H 20.370 8.742 -8.385
H 21.462 8.325 -9.813
H 19.834 8.713 -10.083
C 25.127 9.075 -13.524
S 25.581 8.485 -11.851
O 26.147 9.701 -11.172
C 23.917 8.234 -11.136
H 25.883 9.688 -14.009
H 24.259 9.738 -13.480
H 24.856 8.192 -14.104
H 23.977 7.929 -10.089
H 23.315 7.505 -11.670
H 23.497 9.237 -11.031
C 21.267 12.946 -2.790
S 21.453 12.030 -4.370
O 20.157 11.683 -5.070
C 22.097 13.385 -5.374
H 20.721 12.273 -2.133
H 20.644 13.836 -2.895
H 22.284 13.248 -2.549
H 21.454 14.255 -5.498
H 22.169 12.939 -6.372
H 23.152 13.675 -5.362
C 18.887 15.348 -9.644
S 19.366 13.701 -9.193
O 20.832 13.732 -8.872
C 18.304 13.386 -7.730
H 17.826 15.529 -9.802
H 19.498 15.772 -10.441
H 19.228 15.967 -8.805
H 18.381 14.266 -7.074
H 18.745 12.643 -7.066
H 17.229 13.343 -7.889

Löwdin atomic charge list, values in e, 8 entries: -0.01, -0.33, -0.08, 0.09, -0.54, 0.17, 0.06, 0.09